1.
ORCA calculation (ωB97M-V/def2-TZVPD) on a structure of composition C19H19N2O3PdS2.

2S+1 = 3
ΔE to the lowest compared entry with this formula, charge and spin = 0.0 kcal per mole
E_tot = -54287.4172 eV
lowest unoccupied orbital energy (alpha / beta) = 2.78 / 1.21 eV
<S²> = 2.02
charge = -1

XYZ file:
```
46
Properties=species:S:1:pos:R:3:forces:R:3
Pd 1.368 0.953 -0.120 0.03 0.14 -0.13
C -3.103 0.905 -3.817 0.02 0.01 -0.08
C -3.423 1.470 -2.442 -0.05 0.01 0.15
N -3.181 0.530 -1.354 -0.06 0.07 -0.17
C -4.292 -0.330 -0.950 0.02 0.14 0.00
C -4.213 -1.744 -1.502 -0.02 -0.09 -0.01
C -1.964 0.404 -0.760 -0.21 -0.33 0.30
S -0.707 1.432 -1.309 0.10 0.01 0.03
N -1.972 -0.496 0.240 0.30 0.22 -0.30
C -0.877 -1.008 0.809 -0.04 -0.09 0.47
O 0.322 -0.915 0.490 -0.08 0.04 -0.10
C -1.165 -1.843 2.047 0.12 0.20 -0.32
C -2.450 -2.243 2.387 -0.09 -0.09 0.05
C -2.667 -2.989 3.537 0.04 0.05 -0.06
C -1.597 -3.322 4.359 -0.01 -0.01 0.02
C -0.312 -2.921 4.021 0.00 0.05 -0.07
C -0.094 -2.185 2.864 0.01 -0.12 0.10
H -3.257 1.669 -4.581 0.00 0.00 -0.01
H -3.739 0.052 -4.059 -0.01 -0.01 0.01
H -2.061 0.586 -3.859 0.00 0.01 0.02
H -4.476 1.757 -2.384 0.00 0.00 -0.04
H -2.833 2.365 -2.259 0.02 -0.01 -0.02
H -5.202 0.162 -1.301 -0.01 -0.05 0.00
H -4.328 -0.359 0.137 0.02 -0.01 0.01
H -4.207 -1.749 -2.592 0.00 0.01 0.00
H -5.076 -2.324 -1.164 0.00 -0.01 -0.01
H -3.309 -2.238 -1.148 0.00 0.02 0.01
H -3.269 -1.966 1.737 0.00 0.01 0.02
H -3.670 -3.309 3.793 0.00 0.01 0.02
H -1.767 -3.891 5.265 0.00 -0.02 -0.01
H 0.526 -3.176 4.657 -0.01 0.00 0.02
H 0.900 -1.864 2.578 0.00 0.02 0.01
O 4.933 -0.123 1.939 -0.04 -0.04 0.03
C 4.203 0.569 1.229 0.18 0.17 -0.09
O 2.939 0.598 1.287 -0.15 -0.15 0.09
C 4.929 1.522 0.248 0.01 -0.01 -0.03
C 6.306 1.623 0.456 -0.05 -0.01 -0.01
C 7.120 2.438 -0.309 0.06 -0.01 0.02
C 6.568 3.188 -1.339 -0.07 -0.03 0.02
C 5.210 3.103 -1.572 0.01 0.00 0.01
C 4.369 2.289 -0.792 0.02 0.00 0.01
S 2.682 2.379 -1.282 -0.08 -0.11 0.06
H 6.708 1.017 1.255 0.02 0.00 0.00
H 8.184 2.483 -0.106 0.00 0.00 0.00
H 7.185 3.827 -1.958 0.01 0.01 0.00
H 4.761 3.674 -2.375 -0.01 0.00 0.00
```
Positions in Å, forces in eV/Å.

=====

2.
ORCA calculation (ωB97M-V/def2-TZVPD) on a structure of composition C19H19N2O7PPtS5.

2S+1 = 1
ΔE to the lowest compared entry with this formula, charge and spin = 0.1 kcal per mole
E_tot = -104041.6314 eV
lowest unoccupied orbital energy = 4.03 eV
charge = -2

XYZ file:
```
54
Properties=species:S:1:pos:R:3:forces:R:3
Pt -0.124 1.148 0.410 -0.23 0.38 0.85
O 0.716 5.593 4.542 -0.02 0.01 0.01
C 0.446 4.720 3.752 0.02 -0.07 -0.05
C 0.148 4.908 2.271 -0.02 -0.02 0.09
O 0.154 5.967 1.670 -0.04 0.02 0.04
C -0.095 3.562 1.764 0.16 -0.03 -0.26
C 0.100 2.597 2.764 -0.14 -0.11 0.02
O 0.008 1.338 2.495 0.74 0.21 0.07
C 0.374 3.227 4.054 -0.11 0.06 -0.06
O 0.522 2.713 5.147 0.06 0.00 0.03
O -0.346 3.220 0.544 -0.38 0.15 0.00
C 3.722 2.459 -1.445 0.08 -0.02 0.00
C 3.179 1.828 -0.180 -0.11 -0.04 0.00
C 3.790 2.392 1.083 -0.01 0.00 0.05
O 3.441 0.407 -0.172 0.16 0.19 -0.04
P 2.447 -0.721 -0.748 -0.10 -0.18 0.29
S 2.139 -0.646 -2.648 0.06 0.04 -0.13
S 0.854 -0.905 0.537 -0.29 -0.44 -0.26
O 3.337 -2.009 -0.362 -0.01 0.04 -0.02
C 3.770 -2.217 0.998 0.01 0.02 -0.01
C 5.277 -2.059 1.038 0.02 -0.04 -0.03
C 3.300 -3.594 1.419 0.02 -0.03 0.03
H 3.488 3.526 -1.438 0.03 0.00 -0.01
H 3.269 2.003 -2.324 -0.01 -0.01 0.01
H 4.806 2.329 -1.501 0.00 0.02 0.01
H 2.098 1.987 -0.141 -0.06 -0.05 -0.04
H 4.873 2.242 1.085 -0.01 0.01 0.00
H 3.362 1.906 1.961 -0.01 -0.01 -0.01
H 3.578 3.461 1.149 0.03 0.00 0.00
H 3.305 -1.468 1.643 -0.01 0.02 -0.04
H 5.747 -2.801 0.387 0.01 0.00 0.01
H 5.649 -2.197 2.056 0.00 0.00 0.00
H 5.555 -1.065 0.689 -0.01 0.01 0.02
H 3.745 -4.356 0.774 -0.01 0.00 0.00
H 2.216 -3.657 1.341 0.00 0.01 0.00
H 3.591 -3.793 2.453 0.00 -0.01 -0.01
S -6.058 -0.441 0.947 0.08 -0.05 -0.02
C -4.727 -0.340 -0.066 -0.10 -0.08 -0.10
S -3.348 0.598 0.384 0.07 0.10 0.22
C -2.568 0.233 -1.127 0.14 0.05 -0.31
N -3.258 -0.560 -1.878 -0.11 0.10 0.08
N -4.474 -0.885 -1.285 -0.03 -0.06 -0.09
C -5.256 -1.808 -2.044 0.04 0.07 0.08
C -6.560 -2.153 -1.701 -0.08 -0.03 -0.05
C -7.258 -3.071 -2.477 0.01 0.03 0.03
C -6.684 -3.651 -3.594 0.04 0.00 -0.01
C -5.386 -3.294 -3.937 -0.03 -0.01 -0.01
C -4.674 -2.384 -3.178 0.02 -0.02 0.00
S -1.082 0.960 -1.646 0.13 -0.24 -0.38
H -7.023 -1.713 -0.835 0.01 0.01 0.02
H -8.271 -3.328 -2.188 0.00 0.00 -0.01
H -7.234 -4.371 -4.187 0.00 0.01 -0.01
H -4.912 -3.731 -4.808 0.00 -0.01 0.00
H -3.667 -2.110 -3.447 0.00 -0.01 0.01
```
Positions in Å, forces in eV/Å.

=====

3.
ORCA calculation (ωB97M-V/def2-TZVPD) on an isolated molecule of C19H19N3O2.

2S+1 = 1
SMILES = COc1ccc(CNC(=O)c2cc(C)nn2-c2ccccc2)cc1
ΔE to the lowest compared entry with this formula, charge and spin = 48.7 kcal per mole
E_tot = -28576.6541 eV
lowest unoccupied orbital energy = 0.73 eV
charge = 0

XYZ file:
```
43
Properties=species:S:1:pos:R:3:forces:R:3
C 0.495 -0.752 -5.602 0.08 0.19 -0.08
O -0.031 -1.922 -5.024 -0.10 -0.25 0.18
C 0.116 -2.109 -3.684 -0.07 -0.19 0.12
C 0.746 -1.221 -2.817 0.02 0.12 -0.28
C 0.837 -1.522 -1.470 -0.06 -0.19 0.05
C 0.307 -2.698 -0.957 0.01 -0.02 0.06
C 0.400 -2.978 0.521 0.21 -0.04 -0.01
N -0.244 -1.931 1.290 -0.22 -0.17 0.02
C 0.464 -0.959 1.910 -0.14 -0.25 -0.06
O 1.677 -0.977 1.999 0.26 0.06 0.00
C -0.415 0.069 2.520 -0.49 0.14 0.44
C -1.468 -0.168 3.384 0.33 0.10 -0.26
C -2.012 1.098 3.664 0.22 -0.17 -0.27
C -3.156 1.427 4.554 0.04 0.03 -0.02
N -1.356 2.026 2.996 -0.38 0.57 0.37
N -0.380 1.417 2.319 -0.04 -0.80 0.32
C 0.413 2.188 1.452 0.40 0.59 -0.58
C -0.164 3.322 0.885 -0.08 -0.11 0.04
C 0.573 4.119 0.032 0.03 -0.01 0.00
C 1.887 3.792 -0.265 0.09 0.04 -0.06
C 2.462 2.672 0.311 -0.04 0.10 -0.10
C 1.738 1.872 1.177 -0.07 -0.11 0.15
C -0.326 -3.578 -1.827 0.12 0.12 0.04
C -0.418 -3.293 -3.173 0.03 0.15 -0.26
H 0.266 -0.821 -6.665 0.04 0.05 0.07
H 1.580 -0.691 -5.469 -0.04 0.01 0.01
H 0.026 0.147 -5.189 0.03 -0.03 -0.01
H 1.171 -0.297 -3.176 0.03 0.08 -0.07
H 1.334 -0.829 -0.807 0.06 0.11 0.08
H 1.446 -2.988 0.842 -0.18 -0.12 0.00
H -0.061 -3.939 0.762 0.10 0.05 -0.02
H -1.239 -1.819 1.179 0.09 0.17 0.03
H -1.780 -1.115 3.776 -0.01 -0.23 0.05
H -2.941 1.117 5.575 -0.05 0.03 0.07
H -4.056 0.909 4.224 -0.07 0.02 0.03
H -3.331 2.499 4.535 -0.06 0.06 0.04
H -1.187 3.562 1.131 -0.05 0.02 -0.01
H 0.121 4.996 -0.406 -0.05 0.06 -0.03
H 2.462 4.413 -0.936 0.05 0.05 -0.05
H 3.490 2.421 0.096 0.08 -0.03 0.00
H 2.201 1.014 1.636 -0.02 -0.01 0.06
H -0.746 -4.498 -1.448 -0.06 -0.10 0.04
H -0.903 -3.972 -3.855 -0.07 -0.08 -0.09
```
Positions in Å, forces in eV/Å.

=====

4.
ORCA calculation (ωB97M-V/def2-TZVPD) on an isolated molecule of C19H19N3O4 in a non-equilibrium geometry.

2S+1 = 1
SMILES = COc1cccc(OC)c1NC(=O)Cn1nc(C)c2ccccc2c1=O
ΔE to the lowest compared entry with this formula, charge and spin = 59.2 kcal per mole
E_tot = -32671.5826 eV
lowest unoccupied orbital energy = 0.62 eV
charge = 0

XYZ file:
```
45
Properties=species:S:1:pos:R:3:forces:R:3
C -1.669 5.674 1.215 -0.10 0.26 0.02
O -1.232 4.339 1.140 0.39 -0.39 -0.03
C 0.117 4.102 1.086 0.07 -0.23 -0.03
C 1.101 5.081 1.086 -0.20 0.19 0.01
C 2.431 4.703 1.024 -0.06 -0.07 0.01
C 2.802 3.373 1.002 0.17 -0.18 -0.03
C 1.829 2.376 1.032 -0.19 0.10 0.07
O 2.078 1.051 1.105 -0.28 0.36 0.17
C 3.401 0.596 0.976 0.24 -0.08 0.00
C 0.479 2.751 1.034 0.02 0.00 -0.15
N -0.542 1.782 1.016 0.03 0.43 0.40
C -0.594 0.735 0.157 -0.46 -0.29 0.02
O 0.219 0.493 -0.699 0.00 -0.05 -0.18
C -1.845 -0.141 0.373 0.23 -0.02 0.03
N -1.601 -1.455 -0.170 0.22 -0.08 0.63
N -2.056 -1.666 -1.401 -0.38 -0.09 -0.99
C -1.783 -2.757 -2.031 -0.16 0.36 0.10
C -2.356 -2.899 -3.404 0.04 0.02 0.07
C -0.963 -3.786 -1.441 0.31 -0.03 0.62
C -0.617 -4.980 -2.089 -0.08 0.09 -0.03
C 0.172 -5.911 -1.453 -0.01 -0.03 -0.06
C 0.639 -5.685 -0.160 0.01 0.04 0.06
C 0.313 -4.518 0.493 -0.05 0.10 0.05
C -0.488 -3.564 -0.137 0.01 -0.27 -0.38
C -0.814 -2.321 0.562 -0.23 0.08 -0.03
O -0.469 -2.041 1.698 0.19 0.02 0.09
H -2.756 5.626 1.258 0.08 0.06 0.00
H -1.367 6.245 0.332 0.00 -0.03 0.04
H -1.292 6.170 2.116 0.00 -0.02 -0.05
H 0.846 6.127 1.119 -0.07 0.09 0.00
H 3.194 5.466 1.005 0.06 0.06 0.00
H 3.848 3.116 0.977 0.09 -0.07 0.00
H 3.841 0.911 0.025 -0.02 0.01 0.03
H 4.030 0.940 1.805 -0.02 -0.01 -0.06
H 3.335 -0.490 0.999 0.06 0.07 0.00
H -1.367 2.022 1.547 0.04 -0.18 -0.07
H -2.691 0.293 -0.164 0.08 -0.07 0.06
H -2.059 -0.237 1.439 -0.03 0.07 -0.13
H -2.943 -2.015 -3.635 -0.02 0.01 -0.02
H -2.993 -3.780 -3.465 -0.05 -0.07 -0.08
H -1.558 -2.997 -4.138 0.02 -0.05 -0.13
H -0.969 -5.166 -3.091 -0.04 -0.02 -0.10
H 0.433 -6.829 -1.961 0.01 -0.05 -0.05
H 1.257 -6.426 0.325 0.05 -0.04 0.05
H 0.661 -4.308 1.493 0.03 0.01 0.08
```
Positions in Å, forces in eV/Å.

=====

5.
ORCA calculation (ωB97M-V/def2-TZVPD) on a structure of composition C19H19N4O4Sn.

2S+1 = 1
ΔE to the lowest compared entry with this formula, charge and spin = 18.3 kcal per mole
E_tot = -39964.0702 eV
lowest unoccupied orbital energy = -11.32 eV
charge = +3

XYZ file:
```
47
Properties=species:S:1:pos:R:3:forces:R:3
Sn -1.173 -1.961 -0.986 0.04 0.31 0.44
C -4.130 -1.287 1.682 0.06 0.10 -0.02
O -2.760 -0.806 1.508 0.33 -0.21 0.24
C -1.939 -0.831 2.565 -0.60 0.12 -0.62
C -2.330 -1.205 3.838 0.10 -0.15 0.54
C -1.380 -1.303 4.844 -0.33 -0.01 -0.17
C -0.009 -1.050 4.619 0.22 0.02 -0.10
C 0.390 -0.634 3.391 0.02 0.05 0.13
C -0.570 -0.457 2.345 0.19 0.17 -0.23
N -0.273 0.164 1.192 0.10 -0.52 0.29
N 0.869 0.644 1.023 0.09 0.46 -0.24
C 1.863 0.606 0.228 -0.21 -0.39 -0.11
C 1.921 -0.558 -0.761 0.36 0.61 -0.01
O 0.904 -1.292 -0.841 -0.49 -0.21 -0.13
C 3.065 -0.690 -1.559 -0.29 -0.25 0.03
C 4.075 0.224 -1.454 0.16 0.46 0.26
C 4.039 1.381 -0.590 -0.11 -0.47 -0.22
C 5.101 2.268 -0.565 0.26 0.22 -0.02
C 5.061 3.388 0.265 0.05 -0.02 -0.06
C 3.969 3.602 1.087 -0.03 -0.02 -0.02
C 2.898 2.707 1.084 -0.09 -0.01 -0.02
C 2.923 1.609 0.241 -0.01 -0.09 0.15
H -4.132 -2.238 2.208 0.03 -0.03 0.03
H -4.528 -1.431 0.683 0.06 0.10 -0.05
H -4.720 -0.542 2.208 0.02 0.03 0.06
H -3.362 -1.418 4.066 -0.01 -0.02 -0.01
H -1.707 -1.586 5.837 0.01 0.00 -0.01
H 0.703 -1.152 5.426 -0.02 -0.03 0.02
H 1.424 -0.378 3.198 -0.01 0.04 0.03
H 3.116 -1.515 -2.257 0.03 -0.02 0.02
H 4.958 0.089 -2.071 -0.02 0.03 0.02
H 5.967 2.085 -1.190 -0.03 0.04 -0.01
H 5.884 4.091 0.264 0.02 -0.04 0.03
H 3.946 4.463 1.742 -0.02 0.01 -0.02
H 2.050 2.874 1.737 0.04 0.01 0.01
C -3.635 -2.354 -4.951 -0.04 -0.10 -0.02
O -3.306 -0.966 -4.611 0.13 -0.02 0.16
C -2.601 -0.712 -3.568 -0.09 0.31 -0.08
O -2.184 -1.593 -2.758 -0.04 -0.57 -0.39
N -2.333 0.576 -3.360 0.04 0.05 0.01
N -1.534 0.930 -2.266 0.06 -0.04 0.03
H -4.180 -2.283 -5.883 -0.01 0.04 -0.01
H -4.260 -2.780 -4.172 -0.01 0.03 0.03
H -2.720 -2.922 -5.083 0.04 0.02 0.00
H -2.686 1.264 -4.014 0.05 0.02 0.01
H -2.011 1.647 -1.727 -0.04 -0.05 0.04
H -0.666 1.330 -2.614 -0.03 0.02 0.00
```
Positions in Å, forces in eV/Å.

=====

6.
ORCA calculation (ωB97M-V/def2-TZVPD) on a structure of composition C19H19N5O2 in a non-equilibrium geometry.

2S+1 = 1
ΔE to the lowest compared entry with this formula, charge and spin = 487.2 kcal per mole
E_tot = -31537.2129 eV
lowest unoccupied orbital energy = -0.08 eV
charge = 0

XYZ file:
```
45
Properties=species:S:1:pos:R:3:forces:R:3
C -2.431 -1.886 -2.873 11.73 6.43 -0.37
C -2.275 -2.152 -1.660 1.16 -1.88 9.53
C -1.060 -1.928 -1.007 4.84 2.93 2.21
C 0.013 -1.200 -1.628 1.44 -0.33 -1.03
C -0.062 -0.751 -3.031 -5.09 -4.19 4.99
C -1.332 -1.174 -3.502 0.99 -0.05 0.70
H -1.523 -0.924 -4.457 -0.68 0.66 -3.53
H 0.801 -0.475 -3.511 1.42 1.24 -1.53
C 1.453 -0.922 -0.907 -8.86 -8.12 2.70
N 1.182 -0.824 0.506 -0.23 -3.64 2.30
C 0.645 -2.264 1.102 -6.89 16.64 0.85
C -0.719 -2.140 0.635 -1.70 6.39 -3.46
H -1.311 -2.842 0.781 -4.62 -7.69 1.74
H -1.437 -1.390 1.153 1.94 -0.17 -0.60
H 0.754 -2.053 2.062 0.23 -0.06 4.35
H 1.023 -2.956 0.780 8.20 -13.17 -6.18
C 2.369 -0.439 1.206 -0.99 -7.73 4.48
C 2.132 -0.065 2.660 1.61 -5.59 -5.70
N 2.184 -0.931 3.564 -1.76 0.71 5.80
N 1.740 -0.065 4.755 2.17 0.32 -2.42
N 1.701 1.198 4.212 -2.95 -2.33 17.18
N 1.800 1.057 3.100 1.04 6.86 -16.00
C 1.702 2.220 2.140 -10.54 -1.25 6.22
C 0.633 2.099 1.131 5.42 1.79 -5.38
C 1.281 2.451 -0.443 -8.75 -1.88 2.70
C 0.112 2.422 -1.436 4.81 0.35 5.42
C -1.130 2.089 -1.092 -0.90 -4.41 3.39
C -1.368 1.340 0.168 0.82 4.95 1.19
C -0.585 1.648 1.388 -1.29 -0.60 -7.08
H -0.885 1.328 2.268 -1.42 -1.47 4.22
O -2.625 0.904 0.183 1.21 -0.02 -0.14
C -3.055 1.210 -1.148 -9.56 -1.91 2.45
O -2.168 1.649 -1.922 5.34 2.70 -3.10
H -4.032 1.973 -1.094 2.19 -1.46 0.39
H -3.472 0.247 -1.469 -0.07 0.26 -0.48
H 0.393 2.564 -2.369 0.90 1.10 -4.53
H 2.143 3.018 -0.623 1.20 0.40 0.00
H 2.496 2.533 1.856 10.20 2.81 -4.08
H 1.402 3.093 2.806 0.08 -1.08 -0.30
H 3.147 -1.590 1.416 -1.61 3.56 -0.93
H 2.794 0.241 0.678 3.49 4.40 -3.22
H 1.621 -0.051 -0.996 3.27 11.40 -3.26
H 2.095 -1.649 -1.104 3.29 -2.90 -1.42
H -3.023 -2.464 -0.932 -0.44 -0.64 -0.66
H -3.125 -2.145 -3.344 -10.68 -3.32 -7.39
```
Positions in Å, forces in eV/Å.

=====

Question: Among the records above, which one has the lowest ΔE to the lowest compared entry with this formula, charge and spin?
Answer: C19H19N2O3PdS2